# C9H18F6N6O19S6Zr

C9H18F6N6O19S6Zr as an isolated structure (ωB97M-V/def2-TZVPD, OMol25).

Structure (XYZ):
```
65
Properties=species:S:1:pos:R:3
Zr -16.922 15.520 14.272
C -19.040 15.983 10.100
C -17.683 15.331 9.774
C -17.478 15.670 8.265
C -16.025 15.449 7.703
C -15.039 16.337 8.513
C -15.144 16.056 10.077
N -16.589 15.907 10.621
O -16.696 15.544 12.002
C -14.386 17.279 10.718
C -14.379 14.728 10.224
C -17.884 13.789 9.838
H -19.262 15.734 11.138
H -19.971 15.646 9.644
H -19.097 17.071 10.079
H -17.683 16.713 8.022
H -18.120 14.991 7.704
H -15.953 15.611 6.628
H -15.725 14.411 7.844
H -15.273 17.368 8.248
H -14.086 16.099 8.041
H -15.092 18.105 10.803
H -13.631 17.678 10.041
H -14.011 17.060 11.718
H -14.796 13.989 9.541
H -14.481 14.361 11.245
H -13.300 14.775 10.075
H -16.984 13.303 9.462
H -18.766 13.415 9.320
H -18.038 13.541 10.888
N -18.137 17.197 14.187
S -19.435 17.757 14.812
O -20.562 17.881 13.892
O -19.413 18.427 16.092
F -19.775 16.263 15.281
S -17.943 18.897 13.596
O -17.612 19.872 14.595
O -18.671 19.333 12.438
F -16.455 18.595 12.986
N -15.297 16.585 14.895
S -13.796 16.899 14.611
O -12.710 16.391 15.498
O -13.463 17.981 13.721
F -13.830 15.675 13.601
S -15.111 17.729 16.302
O -14.634 19.095 15.990
O -14.682 17.102 17.577
F -16.675 18.000 16.686
N -15.866 13.773 14.445
S -14.670 13.084 15.370
O -13.306 13.262 14.938
O -14.991 12.002 16.200
F -14.638 14.278 16.398
S -15.575 12.349 13.496
O -16.460 11.295 13.906
O -14.326 12.138 12.789
F -16.450 12.850 12.231
N -19.499 13.393 13.781
O -18.658 14.236 13.852
O -20.027 13.223 12.734
O -19.654 12.735 14.717
N -18.038 14.601 17.354
O -17.458 13.629 17.709
O -17.612 15.171 16.356
O -19.054 14.988 17.942
```

ΔE to the lowest compared entry with this formula, charge and spin: 18.5 kcal/mol
Kohn-Sham gap: 5.35 eV
Charge: -2
Energy: -140051.017 eV

---

# C6H8N2

C6H8N2 as an isolated structure (ωB97M-V/def2-TZVPD, OMol25).

Structure (XYZ):
```
16
Properties=species:S:1:pos:R:3
C -2.021 0.228 0.830
C -0.717 0.584 0.131
C 0.040 -0.171 -0.687
C 1.589 0.058 -0.781
C 2.486 -1.138 -0.788
C -0.416 -1.504 -0.694
H -1.933 0.926 2.026
H -3.147 0.423 0.132
H -2.129 -1.132 1.094
H -0.796 2.308 1.077
H 0.776 2.105 0.589
H 1.846 1.054 -0.811
H 2.178 -2.163 -0.811
H 3.548 -0.832 -1.222
N -0.172 1.692 0.484
N -1.131 -2.439 -0.567
```

ΔE to the lowest compared entry with this formula, charge and spin: 133.1 kcal/mol
Kohn-Sham gap: 8.36 eV
Energy: -9325.934 eV

---

# C14H16O2

A 2-piece molecular cluster, C14H16O2 overall (ωB97M-V/def2-TZVPD, OMol25).

Structure (XYZ):
```
32
Properties=species:S:1:pos:R:3
C -0.097 -3.003 1.468
C 1.803 -2.733 -0.124
C 0.461 -3.024 0.063
C 2.247 -2.381 -1.408
C -0.402 -3.107 -1.020
C 1.371 -2.590 -2.452
C 0.117 -3.196 -2.323
O 1.674 -2.394 -3.799
H 2.411 -2.651 0.771
H 3.208 -1.909 -1.573
H 0.546 -3.434 2.243
H -1.034 -3.575 1.512
H -1.451 -3.330 -0.861
H -0.528 -3.512 -3.121
H 2.446 -1.843 -3.883
H -0.278 -1.994 1.806
C 1.213 1.369 0.265
C -1.608 3.875 -0.117
C -2.276 3.846 1.110
C -0.412 3.216 -0.271
C 0.113 2.326 0.659
C -1.704 3.061 2.139
C -0.570 2.359 1.908
O -3.496 4.423 1.245
H -1.921 4.606 -0.849
H 0.232 3.330 -1.145
H -2.217 3.193 3.091
H -4.183 3.844 1.560
H 1.931 1.287 1.086
H 1.643 1.824 -0.630
H -0.070 1.738 2.641
H 0.831 0.375 0.009
```

ΔE to the lowest compared entry with this formula, charge and spin: 28.1 kcal/mol
Kohn-Sham gap: 9.16 eV
Structure (SMILES): Cc1ccc(O)cc1.Cc1ccc(O)cc1
Energy: -18871.416 eV